Record 1
Density functional theory data (ωB97M-V with the def2-TZVPD basis set) for 2 unconnected molecules or ions with the total composition C23H35BClF4N2O9P2S2 at a distorted geometry.

Calculated values
gap between HOMO and LUMO: 7.83 eV
energy above the lowest of the compared OMol25 structures with the same formula, charge and spin: 0.0 kcal per mole
LUMO level: 1.0 eV
E_tot: -110158.4890 eV

ORCA input file:
```
! RIJCOSX wB97M-V def2-TZVPD def2/J DEFGRID3
* xyz -1 1
C -4.5057 1.1160 -1.8148
C -4.2074 -0.2661 -2.4293
C -2.9604 -0.9350 -1.8602
C -1.6552 -0.1772 -2.0527
N -1.1198 -0.0589 -3.4162
C -1.6070 1.0861 -4.2051
C -0.6197 2.2398 -4.0260
C 0.8387 1.8783 -4.3384
C 1.7829 2.2704 -3.2027
N 1.2954 1.7368 -1.9436
C 1.9136 0.5925 -1.3932
O 2.7634 -0.0633 -1.9163
C 1.3495 0.4800 -0.0268
C 1.2804 -0.6107 0.8182
O 1.7574 -1.8307 0.4349
C 0.6539 -0.4651 2.0685
C 0.5894 -1.7017 2.9292
C 1.8342 -1.9067 3.8181
C 2.8408 -0.7707 3.8011
Cl 2.7355 -3.4009 3.2681
C 0.0799 0.7747 2.4373
P -0.7963 0.8630 4.0464
O -2.2166 0.5185 3.8492
O -0.4587 2.3341 4.5460
O -0.1291 -0.0722 5.1271
C 0.0887 1.8848 1.5286
P -0.7538 3.4908 1.7884
O -0.0019 4.5129 2.5014
O -2.1420 3.1179 2.5025
O -1.2062 3.9577 0.3232
C 0.7713 1.6971 0.3223
C 1.0739 2.6132 -0.8418
O 1.2336 3.7912 -0.8720
C -0.9984 -1.2704 -4.0927
S -2.0224 -1.8767 -5.1974
S 0.5014 -2.1489 -3.6473
C -0.1181 -3.5302 -2.6308
C 0.9769 -3.9434 -1.6272
C 1.3797 -5.4090 -1.7678
H -3.8381 1.3618 -0.9881
H -4.3997 1.9085 -2.5589
H -5.5389 1.1765 -1.4753
H -4.0792 -0.1559 -3.5084
H -5.0756 -0.9118 -2.2982
H -3.0908 -1.0346 -0.7761
H -2.8822 -1.9581 -2.2365
H -1.7722 0.8458 -1.6861
H -0.8846 -0.6315 -1.4224
H -1.6581 0.7945 -5.2503
H -2.5830 1.4331 -3.8647
H -0.6763 2.4996 -2.9645
H -0.9524 3.1182 -4.5797
H 1.1587 2.4304 -5.2267
H 0.9629 0.8226 -4.5801
H 2.7840 1.8879 -3.4079
H 1.8710 3.3543 -3.1422
H 2.7204 -1.8552 0.4799
H -0.3074 -1.6713 3.5443
H 0.4902 -2.5589 2.2689
H 1.5267 -2.1421 4.8312
H 3.3601 -0.7012 2.8434
H 3.6033 -0.9699 4.5532
H 2.3787 0.1755 4.0541
H -1.1480 2.6458 5.1481
H 0.7390 0.2535 5.4851
H -2.6561 2.4452 2.0394
H -1.8769 3.3946 -0.0782
H -0.3082 -4.3678 -3.3026
H -1.0509 -3.2594 -2.1432
H 0.6772 -3.7094 -0.6068
H 1.8686 -3.3416 -1.8198
H 0.5782 -6.0848 -1.4689
H 1.7214 -5.6253 -2.7794
H 2.2169 -5.6121 -1.0960
B 3.2018 1.1182 7.0632
F 3.6202 -0.0499 7.7074
F 2.1004 0.7630 6.1954
F 2.7538 2.0647 7.9793
F 4.2235 1.6291 6.2601
*
```



Record 2
Density functional theory data (ωB97M-V with the def2-TZVPD basis set) for 9 unconnected molecules or ions with the total composition C25H36Cl17N2O3.

Calculated values
gap between HOMO and LUMO: 7.79 eV
energy above the lowest of the compared OMol25 structures with the same formula, charge and spin: 0.0 kcal per mole
LUMO level: -4.0 eV
E_tot: -248505.5803 eV

ORCA input file:
```
! RIJCOSX wB97M-V def2-TZVPD def2/J DEFGRID3
* xyz 1 1
C -2.3766 -6.1783 -0.7233
C -1.3137 -6.1784 -1.8439
C -0.0226 -5.5200 -1.3588
O 0.4435 -4.5027 -2.2918
C 0.6633 -3.3137 -1.7154
N -0.3383 -2.4655 -1.8059
N -0.1110 -1.2928 -1.2319
C 0.9672 -0.9451 -0.5755
C 2.0432 -1.8320 -0.4582
O 3.1439 -1.4454 0.2318
C 3.0739 -1.8101 1.6318
O 3.3162 -2.9268 1.9645
C 2.6982 -0.6785 2.5249
C 1.3613 -0.3291 2.6641
C 1.0083 0.7456 3.4617
C 2.0085 1.4619 4.1017
C 3.3367 1.0986 3.9837
C 3.6959 0.0108 3.1992
C 1.9153 -3.0642 -1.0793
C 3.0029 -4.0907 -1.1003
C 4.0481 -3.8566 -2.2202
C 4.7747 -2.5278 -2.1135
Cl 3.1932 -3.9138 -3.8007
H -2.1774 -6.9766 -0.0073
H -2.3523 -5.2386 -0.1712
H -3.3577 -6.3666 -1.1539
H -1.1244 -7.2273 -2.0695
H -1.7024 -5.6902 -2.7342
H 0.7516 -6.2863 -1.2774
H -0.1356 -5.0968 -0.3582
H -0.8838 -0.6158 -1.3329
H 1.0144 0.0385 -0.1280
H 0.5640 -0.8769 2.1745
H -0.0275 1.0293 3.5814
H 1.7327 2.3235 4.7011
H 4.1034 1.6636 4.4954
H 4.7385 -0.2496 3.1154
H 3.5515 -4.0164 -0.1598
H 2.6236 -5.1045 -1.1762
H 4.7418 -4.6916 -2.1720
H 4.1196 -1.6921 -2.3504
H 5.2203 -2.4212 -1.1248
H 5.5968 -2.5376 -2.8290
C -2.1731 2.8349 -0.8507
Cl -1.2181 3.8615 -1.9047
Cl -1.4270 1.2208 -0.6448
H -2.2440 3.2973 0.1265
H -3.1565 2.7003 -1.2891
C -0.8210 2.3334 7.0566
Cl -0.0654 3.3828 5.8392
Cl -0.8123 0.6337 6.5734
H -0.2700 2.4321 7.9841
H -1.8465 2.6486 7.1919
C -6.3415 4.3681 -1.6538
Cl -5.3378 5.4118 -2.6632
Cl -5.5907 2.7805 -1.4034
H -6.4739 4.8411 -0.6885
H -7.2968 4.2192 -2.1419
C 5.2940 -2.5151 6.2986
Cl 4.4068 -2.1787 7.7854
Cl 4.3428 -2.0952 4.8581
H 6.2011 -1.9231 6.2929
H 5.5303 -3.5718 6.2647
C -3.7768 2.7686 -4.8262
Cl -5.3973 2.3030 -5.3427
Cl -2.8173 1.3639 -4.3170
H -3.2613 3.2437 -5.6537
H -3.8621 3.4499 -3.9875
C -2.7114 3.0411 -8.6391
Cl -1.9062 4.1488 -7.5083
Cl -4.3841 3.5090 -8.9308
H -2.1718 3.0620 -9.5779
H -2.6949 2.0452 -8.2113
C 1.1527 5.4973 -5.8845
Cl 0.5269 4.6217 -4.4756
Cl 1.9924 6.9773 -5.4204
H 1.8476 4.8512 -6.4068
H 0.3199 5.7567 -6.5265
C -4.3227 4.5227 8.5251
Cl -3.4948 5.2838 7.1611
Cl -3.7627 2.8638 8.7813
H -4.1199 5.0968 9.4208
H -5.3860 4.4993 8.3209
*
```



Record 3
Density functional theory data (ωB97M-V with the def2-TZVPD basis set) for 2 unconnected molecules or ions with the total composition C9H14 at a distorted geometry.

Calculated values
gap between HOMO and LUMO: 10.15 eV
energy above the lowest of the compared OMol25 structures with the same formula, charge and spin: 23.2 kcal per mole
LUMO level: 1.0 eV
E_tot: -9559.1746 eV

ORCA input file:
```
! RIJCOSX wB97M-V def2-TZVPD def2/J DEFGRID3
* xyz 0 1
C -2.7220 -0.1960 0.4128
C -0.6628 -1.4979 -0.2448
C -1.3426 -0.3016 -0.2014
C 0.6210 -1.5130 -0.8301
C 1.0295 -0.4856 -1.6624
C -0.8855 0.8156 -0.9064
C 0.2164 0.6468 -1.7314
H -1.0924 -2.4692 -0.0393
H 1.2976 -2.3418 -0.6507
H -2.7028 0.0866 1.4555
H -3.2129 -1.1819 0.3703
H 2.0553 -0.5501 -2.0011
H -1.3038 1.8091 -0.8691
H 0.4383 1.4039 -2.4803
H -3.4601 0.3336 -0.1957
C 1.1345 0.5004 2.1546
C 2.2158 1.5006 1.7177
H 1.1189 0.0336 3.1275
H 0.1621 0.9471 1.9078
H 1.2382 -0.3511 1.4718
H 2.2940 2.3937 2.3280
H 2.1780 1.7383 0.6599
H 3.1162 0.8920 1.8319
*
```



Record 4
Density functional theory data (ωB97M-V with the def2-TZVPD basis set) for C6H7N2OP in the gas phase at a distorted geometry.

Calculated values
gap between HOMO and LUMO (alpha / beta): 7.36 / 7.82 eV
energy above the lowest of the compared OMol25 structures with the same formula, charge and spin: 33.8 kcal per mole
LUMO level (alpha / beta): -1.7 / -0.8 eV
E_tot: -20647.1765 eV

ORCA input file:
```
! RIJCOSX wB97M-V def2-TZVPD def2/J DEFGRID3
* xyz 0 1
C 1.6750 -1.3153 0.1649
C 2.2036 -0.0913 0.0645
C 0.2958 -1.7542 0.0393
C -0.0101 0.6420 -0.1110
C -0.9571 1.8253 -0.0774
C -1.9994 -0.9075 0.1601
N 1.2327 0.9074 -0.1190
N -0.5940 -0.6308 -0.0064
O -0.0471 -2.8906 -0.1139
P 3.8158 0.9400 -0.0818
H -1.2857 2.1704 0.9985
H -1.8196 1.5233 -0.7129
H -0.4593 2.5846 -0.5750
H -2.4182 -0.6206 1.2075
H -2.5066 -0.3152 -0.5351
H -1.9804 -2.0580 -0.0183
H 4.8546 -0.0096 -0.2840
*
```



Record 5
Density functional theory data (ωB97M-V with the def2-TZVPD basis set) for 3 unconnected molecules or ions with the total composition C21H37BrClFN2O5S at a distorted geometry.

Calculated values
gap between HOMO and LUMO (alpha / beta): 8.55 / 9.18 eV
LUMO level (alpha / beta): -0.4 / -0.4 eV
<S²>: 2.01
E_tot: -131706.0061 eV

ORCA input file:
```
! RIJCOSX wB97M-V def2-TZVPD def2/J DEFGRID3
* xyz 0 3
O 1.3267 -6.5629 6.5715
C 0.6531 -5.5893 6.9238
O -0.7809 -5.4996 7.1511
C -1.2382 -4.4175 6.2727
F -2.3283 -3.6203 6.7905
S -1.6841 -5.1759 4.6252
C 0.1325 -3.4942 6.3240
Cl 0.7966 -2.9148 4.6923
Br -0.5267 -1.8391 7.2639
O 1.0709 -4.2122 7.1776
H -2.7774 -6.0182 4.9058
C 1.8336 -1.4792 -1.6535
C 1.2159 -1.8726 -0.2842
C 1.6319 -3.3144 0.0881
C 0.8999 -4.3880 -0.7096
C -0.6094 -4.1844 -0.6389
C -1.0467 -2.7609 -1.0447
N -0.2706 -1.6958 -0.3391
O -0.7341 -1.6310 0.9469
C -0.9021 -2.5965 -2.5756
C -2.5748 -2.6319 -0.8063
C 1.8925 -0.9085 0.7234
H 2.0003 -2.3383 -2.3058
H 1.2068 -0.7575 -2.1855
H 2.8101 -0.9997 -1.5382
H 1.4407 -3.4911 1.1539
H 2.7111 -3.4404 -0.0511
H 1.2360 -4.3898 -1.7516
H 1.1518 -5.3758 -0.3095
H -1.0998 -4.9262 -1.2790
H -0.9427 -4.4012 0.3836
H -1.1248 -1.5675 -2.8840
H -1.6036 -3.2480 -3.1066
H 0.0833 -2.8578 -2.9561
H -2.8596 -2.8488 0.2261
H -3.1269 -3.3398 -1.4328
H -2.9283 -1.6265 -1.0572
H 1.6265 0.1319 0.5142
H 2.9834 -0.9890 0.6665
H 1.6290 -1.1302 1.7610
C 1.8890 5.2166 -1.5131
C 0.6248 5.0853 -2.4052
C -0.4940 6.0115 -1.8752
C -1.1639 5.4971 -0.6050
C -1.6386 4.0592 -0.7847
C -0.5237 3.1125 -1.2773
N 0.2063 3.6505 -2.4657
O -0.6039 3.4990 -3.5521
C 0.4687 2.8440 -0.1223
C -1.1505 1.7197 -1.5511
C 1.0784 5.6322 -3.7857
H 1.6546 5.4945 -0.4840
H 2.4687 4.2890 -1.4975
H 2.5703 5.9891 -1.8817
H -1.2674 6.1343 -2.6432
H -0.0926 7.0132 -1.6862
H -0.4806 5.5696 0.2475
H -2.0204 6.1340 -0.3601
H -2.0483 3.6972 0.1647
H -2.4746 4.0547 -1.4949
H 1.3192 2.2423 -0.4661
H -0.0137 2.2836 0.6851
H 0.8593 3.7471 0.3425
H -1.9731 1.7618 -2.2694
H -1.5669 1.2915 -0.6336
H -0.3995 1.0180 -1.9284
H 1.8677 5.0098 -4.2181
H 1.4741 6.6489 -3.6879
H 0.2573 5.6967 -4.5042
*
```



Record 6
Density functional theory data (ωB97M-V with the def2-TZVPD basis set) for a molecular structure, CH3Br4ClOP2.

Calculated values
gap between HOMO and LUMO: 8.81 eV
LUMO level: -0.3 eV
E_tot: -314404.0851 eV

ORCA input file:
```
! RIJCOSX wB97M-V def2-TZVPD def2/J DEFGRID3
* xyz 0 1
O -0.1399 -0.4312 0.5094
P -0.0804 -2.0491 0.2969
Cl 1.6647 -2.1086 -0.7398
P 0.4538 -2.6029 2.3623
Br 2.5768 -2.0299 2.6344
H -0.9124 -0.1691 1.0230
H 0.5777 -3.9891 2.1501
C -0.7413 2.5840 -1.6353
Br -0.0857 4.0900 -0.6420
Br -2.4175 1.9557 -0.9337
Br -0.8681 2.9694 -3.5110
H -0.0277 1.7808 -1.5140
*
```



Record 7
Density functional theory data (ωB97M-V with the def2-TZVPD basis set) for C5H6O2S in the gas phase at a distorted geometry.

Calculated values
gap between HOMO and LUMO: 9.52 eV
energy above the lowest of the compared OMol25 structures with the same formula, charge and spin: 62.0 kcal per mole
LUMO level: -0.3 eV
E_tot: -20209.5183 eV

ORCA input file:
```
! RIJCOSX wB97M-V def2-TZVPD def2/J DEFGRID3
* xyz 0 1
C 0.1818 -1.1791 -0.1989
C -1.0986 -1.4088 -0.1637
C -0.4143 1.0940 0.3502
C 0.5794 0.2650 -0.0271
C 2.0729 0.5462 -0.0313
O -2.8314 -0.1554 1.2355
O -2.5825 0.3916 -1.1851
S -1.9566 0.1330 0.1100
H 1.0964 -1.8435 -0.2778
H -1.7657 -2.2439 -0.2972
H -0.3002 2.1142 0.7090
H 2.5053 0.0800 -0.8963
H 2.5261 0.5777 1.0025
H 1.9874 1.6290 -0.3297
*
```



Record 8
Density functional theory data (ωB97M-V with the def2-TZVPD basis set) for a molecular structure, C69H66AsBr2N4O6P2Sr.

Calculated values
gap between HOMO and LUMO: 7.68 eV
energy above the lowest of the compared OMol25 structures with the same formula, charge and spin: 7.4 kcal per mole
LUMO level: 2.3 eV
E_tot: -311213.8814 eV

ORCA input file:
```
! RIJCOSX wB97M-V def2-TZVPD def2/J DEFGRID3
* xyz -1 1
Sr 0.4610 -1.0240 -0.2595
O 4.3366 2.6929 -1.9803
C 3.5107 3.5349 -1.2792
C 3.8538 4.8802 -1.2381
C 3.0413 5.7790 -0.5649
C 1.8770 5.3369 0.0501
C 1.5518 3.9892 0.0082
C 2.3699 3.0704 -0.6282
C 1.9902 1.5867 -0.6359
O 0.7637 1.3101 -0.1920
N 3.0497 0.9347 0.2170
N 2.9563 -0.3958 0.3342
C 4.0029 -1.0829 0.5840
C 4.0026 -2.5159 0.7903
Br 2.3627 -3.3224 1.3074
C 5.0840 -3.2924 0.7123
C 6.4004 -2.8498 0.2342
C 7.5646 -3.2511 0.8935
C 8.8100 -2.8530 0.4351
C 8.9162 -2.0599 -0.6998
C 7.7685 -1.6751 -1.3781
C 6.5217 -2.0696 -0.9179
H 3.8276 1.9211 -2.2641
H 4.7498 5.2032 -1.7541
H 3.3102 6.8278 -0.5377
H 1.2251 6.0380 0.5577
H 0.6445 3.6084 0.4571
H 2.1489 1.2043 -1.6804
H 3.9955 1.2694 0.0365
H 4.9810 -0.6017 0.6559
H 4.9974 -4.3352 0.9942
H 7.4863 -3.8732 1.7776
H 9.7035 -3.1639 0.9623
H 9.8902 -1.7531 -1.0603
H 7.8416 -1.0758 -2.2772
H 5.6269 -1.8089 -1.4700
C -2.2648 2.1154 -1.4749
N -3.5739 1.7509 -0.9721
C -3.7000 0.5466 -0.1838
P -2.3774 0.3870 1.1428
C -2.4753 2.0737 1.8482
C -1.2667 2.7198 2.0976
C -1.2549 4.0238 2.5815
C -2.4495 4.6887 2.8105
C -3.6598 4.0518 2.5566
C -3.6717 2.7518 2.0786
C -3.3840 -0.5645 2.3339
C -4.1080 -1.6765 1.8980
C -4.8085 -2.4629 2.8010
C -4.7914 -2.1561 4.1531
C -4.0764 -1.0521 4.5968
C -3.3812 -0.2606 3.6945
C -4.6938 2.4814 -1.3228
C -5.9592 1.8814 -1.4064
C -7.0773 2.6261 -1.7448
C -6.9759 3.9811 -2.0246
C -5.7271 4.5839 -1.9509
C -4.6042 3.8549 -1.5988
P -1.3824 0.6599 -2.2169
C -0.2236 1.5241 -3.3265
C 0.3284 0.8081 -4.3907
C 1.3085 1.3734 -5.1904
C 1.7572 2.6643 -4.9368
C 1.2098 3.3865 -3.8867
C 0.2255 2.8214 -3.0867
C -2.6511 0.0511 -3.3903
C -2.9099 -1.3186 -3.3615
C -3.8778 -1.8703 -4.1928
C -4.5983 -1.0534 -5.0507
C -4.3488 0.3148 -5.0815
C -3.3774 0.8630 -4.2599
H -1.6012 2.5064 -0.6925
H -2.3824 2.8823 -2.2391
H -3.6461 -0.3664 -0.7938
H -4.6711 0.5563 0.3082
H -0.3405 2.1995 1.8674
H -0.3102 4.5215 2.7656
H -2.4416 5.7070 3.1803
H -4.5940 4.5745 2.7223
H -4.6206 2.2657 1.8777
H -4.1109 -1.9454 0.8474
H -5.3490 -3.3327 2.4464
H -5.3277 -2.7789 4.8588
H -4.0576 -0.8050 5.6516
H -2.8276 0.5990 4.0503
H -6.0619 0.8167 -1.2419
H -8.0384 2.1297 -1.8090
H -7.8521 4.5563 -2.2955
H -5.6238 5.6436 -2.1518
H -3.6525 4.3618 -1.5041
H 0.0109 -0.2112 -4.5690
H 1.7363 0.7969 -6.0020
H 2.5344 3.1011 -5.5522
H 1.5634 4.3874 -3.6671
H -0.1547 3.3892 -2.2483
H -2.3602 -1.9566 -2.6760
H -4.0663 -2.9363 -4.1590
H -5.3576 -1.4796 -5.6953
H -4.9166 0.9544 -5.7463
H -3.1874 1.9315 -4.2948
C 2.2428 2.8968 3.6142
C 2.8075 1.5549 4.0686
As 1.6213 0.0694 3.5048
C 0.1073 0.3790 4.7448
C 0.3567 0.4545 6.2457
C 2.5519 -1.4172 4.4377
C 3.4074 -1.1165 5.6648
H 2.9302 3.7203 3.8231
H 1.3017 3.1106 4.1272
H 2.0494 2.8864 2.5393
H 2.9782 1.5514 5.1470
H 3.7720 1.3706 3.5870
H -0.5881 -0.4284 4.5083
H -0.3645 1.3022 4.3959
H 0.6526 -0.5163 6.6456
H -0.5477 0.7638 6.7777
H 1.1412 1.1738 6.4924
H 3.1808 -1.8824 3.6768
H 1.7701 -2.1464 4.6661
H 4.2355 -0.4503 5.4161
H 3.8420 -2.0373 6.0639
H 2.8381 -0.6465 6.4655
O -2.3455 -3.8483 -1.1256
C -2.0028 -3.7152 0.0376
N -1.2506 -2.6878 0.5438
C -1.1177 -2.8436 1.8863
O -0.5176 -2.0772 2.6322
C -1.8163 -4.1078 2.3142
C -1.9920 -4.6948 3.5486
C -2.7493 -5.8631 3.5997
C -3.3067 -6.4078 2.4471
C -3.1224 -5.8035 1.2043
C -2.3671 -4.6514 1.1650
H -1.5658 -4.2502 4.4397
H -2.9144 -6.3585 4.5491
H -3.8924 -7.3161 2.5230
H -3.5554 -6.2158 0.3014
Br 4.8451 -3.0686 -4.1016
C 3.1116 -3.2540 -4.8563
C 3.0597 -3.7391 -6.1571
C 1.8376 -3.8772 -6.7933
C 0.6726 -3.5154 -6.1337
C 0.7405 -3.0163 -4.8451
C 1.9570 -2.8825 -4.1741
C 1.9012 -2.3471 -2.7442
O 2.6997 -2.7660 -1.8986
O 0.9731 -1.5109 -2.5391
H 3.9790 -4.0020 -6.6623
H 1.8005 -4.2615 -7.8053
H -0.2886 -3.6161 -6.6228
H -0.1552 -2.7167 -4.3160
*
```